ORCA calculation (ωB97M-V/def2-TZVPD) on a molecular structure, C4H9MgO4 in a non-equilibrium geometry.

As for the expectation value of S²: 0.757. The calculation puts the HOMO-LUMO gap (alpha / beta) at 8.087 / 5.264 eV. The value obtained for the molar mass is 145.42 g/mol. The net charge is 0. As for the calculated total energy: -658.7313 hartree. Its spin multiplicity is 2.

Each line ends with the Mulliken charge.
Element x y z (Å)
C: -2.3501 -1.5140 -1.0140  -0.6489
O: -1.0596 -1.0386 -1.2823  -0.4474
H: -2.6978 -2.0232 -1.9240  0.2308
H: -2.3235 -2.2306 -0.1789  0.2678
H: -3.0222 -0.6790 -0.7634  0.2694
O: 3.4355 0.8730 0.5461  -0.7771
O: 0.0842 2.3194 -0.3526  -0.7152
C: -0.8907 1.4299 -0.2333  -0.0461
C: -0.2250 -0.1245 -0.2287  -0.2766
O: 1.4020 0.2491 1.3803  -0.5531
C: 2.7577 -0.1344 1.2225  0.1244
Mg: 1.8415 1.9455 0.4150  0.9929
H: -1.5869 1.4009 -1.0884  0.2990
H: -1.4334 1.4447 0.7315  0.2131
H: 0.6758 0.0041 -0.8447  0.1766
H: -0.6047 -0.5219 0.7298  0.3265
H: 3.1996 -0.3086 2.2293  0.2988
H: 2.7978 -1.0921 0.6557  0.2650


ORCA calculation (ωB97M-V/def2-TZVPD) on a molecular structure, C22H45HfN2P3SSe in a non-equilibrium geometry.

The calculation puts the HOMO-LUMO gap (alpha / beta) at 3.689 / 3.947 eV. The value obtained for the molar mass is 720.06 g/mol. The net charge is +4. As for the calculated total energy: -4844.8953 hartree.

Each line ends with the Mulliken charge.
Element x y z (Å)
Hf: -0.3992 0.3784 -0.2313  -0.7914
P: 1.0446 -1.9680 0.2566  0.9151
P: 0.2719 0.7633 2.3479  1.2384
P: 0.1843 -0.5047 -2.6651  1.1526
H: 0.5227 6.3935 -1.4309  0.3310
C: 0.1029 5.7632 -2.2288  -0.2668
C: -1.1207 5.2401 -2.0890  -0.7659
H: -1.7655 5.6007 -1.3001  0.3868
C: 2.8742 -1.8851 0.1172  -1.2268
C: 0.9233 -2.8311 1.8771  -0.9317
C: 0.7614 -3.4902 -0.7249  -1.1515
C: -0.3592 2.3179 3.0985  -1.1987
C: -0.0378 -0.3030 3.8144  -1.2477
C: 2.1108 0.9106 2.4483  -1.3627
C: -0.1787 0.8040 -3.9144  -1.3078
C: -0.6172 -1.9106 -3.5370  -1.3477
C: 1.9488 -0.8248 -3.0660  -1.4113
H: 0.6761 5.7579 -3.1651  0.3310
H: -1.6158 4.6527 -2.8553  0.4863
H: 3.3202 -2.8726 0.2949  0.4353
H: 3.2948 -1.1754 0.8329  0.3218
H: 3.1499 -1.5530 -0.8847  0.3059
H: 1.2911 -3.8613 1.8258  0.6120
H: -0.1237 -2.8719 2.1902  -0.1914
H: 1.5262 -2.3089 2.6216  0.5213
H: 1.2178 -4.3368 -0.2012  0.6007
H: 1.1959 -3.4381 -1.7237  0.4582
H: -0.3095 -3.6880 -0.8020  0.0642
H: -0.5024 2.2366 4.1878  0.5178
H: -1.3278 2.5395 2.6388  0.3473
H: 0.3241 3.1436 2.8771  0.3132
H: 0.5824 0.0240 4.6612  0.5464
H: 0.2201 -1.3316 3.5713  0.1364
H: -1.0948 -0.2610 4.0999  0.4891
H: 2.3381 1.5124 3.3410  0.5203
H: 2.5199 1.3965 1.5499  0.2561
H: 2.5833 -0.0786 2.5544  0.3944
H: 0.2298 0.5227 -4.8933  0.5702
H: 0.1887 1.7968 -3.6317  0.2723
H: -1.2677 0.8784 -3.9937  0.4204
H: -0.3107 -1.9470 -4.5896  0.5566
H: -1.7020 -1.7932 -3.4823  0.3648
H: -0.3309 -2.8355 -3.0362  0.3983
H: 2.0827 -0.6668 -4.1474  0.5424
H: 2.3297 -1.8269 -2.8153  0.4610
H: 2.5562 -0.0937 -2.5197  0.3471
C: 0.3123 3.4179 -0.5798  0.8478
C: 1.5680 3.2405 -1.2033  0.3190
C: 2.6723 3.9034 -0.6540  -0.8755
C: 2.5074 4.8517 0.3553  -0.5321
C: 1.2616 5.0017 0.9877  -0.6856
C: 0.1536 4.3837 0.4500  -0.8218
S: -1.1279 2.6961 -1.1832  -0.0759
H: 1.1362 1.0886 -0.6977  0.2404
H: 1.6532 2.7041 -2.1572  0.3000
H: 3.6737 3.6652 -1.0292  0.5666
H: 3.3330 5.4842 0.6657  0.5723
H: 1.1383 5.6129 1.8774  0.5909
H: -0.8713 4.6409 0.7369  0.4888
C: -3.2522 -3.3047 -1.5252  -0.8932
N: -3.0126 -3.5380 -0.1044  0.1897
C: -2.9738 -4.7821 0.5247  -0.4954
C: -2.7961 -4.5461 1.8456  -0.4597
N: -2.7408 -3.1676 2.0186  0.2162
C: -2.6744 -2.4879 3.2985  -0.9200
C: -2.8139 -2.5469 0.8034  0.1554
Se: -2.7426 -0.6989 0.4390  -0.1756
H: -4.0336 -3.9940 -1.8762  0.4160
H: -2.3339 -3.4877 -2.1237  0.2216
H: -3.5572 -2.2566 -1.6397  0.3352
H: -3.0776 -5.7001 -0.0354  0.5354
H: -2.7112 -5.2224 2.6748  0.5446
H: -3.5055 -2.8140 3.9242  0.4399
H: -1.7386 -2.7056 3.8200  0.3668
H: -2.7545 -1.4132 3.1090  0.1750


ORCA calculation (ωB97M-V/def2-TZVPD) on a molecular structure, C25H20N2O7RhSSi in a non-equilibrium geometry.

The calculation puts the HOMO-LUMO gap at 6.491 eV. The value obtained for the molar mass is 623.50 g/mol. The net charge is -1. As for the calculated total energy: -2399.2750 hartree.

Each line ends with the Mulliken charge.
Element x y z (Å)
Rh: 0.5313 -1.2276 -0.1526  0.1536
O: 2.1528 0.2618 -3.5359  -0.7026
C: 1.7955 -0.1557 -2.4545  0.4644
O: 0.6536 -0.6863 -2.1442  -0.5685
C: 2.8121 -0.1288 -1.2987  0.3329
C: 4.1551 0.1927 -1.3626  -0.4777
C: 4.9226 0.0560 -0.2111  -0.4479
C: 4.3617 -0.4376 0.9663  -0.4980
C: 3.0181 -0.7525 0.9717  0.0007
N: 2.3114 -0.5412 -0.1383  -0.0719
C: 2.2301 -1.4504 2.0921  0.6859
O: 2.7906 -1.6481 3.1488  -0.7008
O: 1.0213 -1.7985 1.7633  -0.5904
H: 4.5657 0.5328 -2.3029  0.5935
H: 5.9755 0.3047 -0.2368  0.4270
H: 4.9418 -0.6022 1.8634  0.5631
N: -0.7004 -3.1630 -0.2150  -0.4035
C: -2.0574 -3.0780 -0.7178  1.0481
C: -2.9004 -2.0934 -0.2259  -0.0863
C: -4.2091 -2.0149 -0.6813  -0.8658
C: -4.6688 -2.9047 -1.6381  -0.1004
C: -3.8188 -3.8768 -2.1392  -0.7849
C: -2.5145 -3.9704 -1.6764  -0.7973
S: -6.3672 -2.8198 -2.2467  1.2857
O: -7.0151 -1.8639 -1.3631  -0.7161
O: -6.8386 -4.1901 -2.1143  -0.6938
O: -6.2144 -2.3712 -3.6215  -0.6808
H: -0.2168 -3.9369 -0.6549  0.2274
H: -0.7191 -3.3437 0.7862  0.2604
H: -2.5409 -1.4023 0.5302  0.4931
H: -4.8930 -1.2686 -0.2999  0.4955
H: -4.1924 -4.5703 -2.8809  0.3621
H: -1.8537 -4.7424 -2.0580  0.2414
C: 0.1960 2.1125 4.9122  -0.4279
C: 1.3680 2.0036 4.1774  -0.9314
C: 1.3180 1.6402 2.8407  0.3771
C: 0.1017 1.3686 2.2104  0.4588
C: -1.0660 1.4818 2.9674  -0.4497
C: -1.0227 1.8531 4.3031  -0.6210
Si: -0.0603 0.9061 0.3976  1.0348
C: 0.6402 2.2804 -0.6681  0.4414
C: -0.1614 2.8464 -1.6602  -0.3948
C: 0.3191 3.8588 -2.4768  -0.6665
C: 1.6155 4.3250 -2.3165  -0.4139
C: 2.4257 3.7805 -1.3304  -0.8244
C: 1.9391 2.7703 -0.5146  0.1483
H: 0.2336 2.3932 5.9570  0.3751
H: 2.3240 2.1928 4.6490  0.3932
H: 2.2497 1.5700 2.2912  0.1241
H: -2.0255 1.2716 2.5085  0.3323
H: -1.9418 1.9327 4.8697  0.3914
H: -1.5089 0.7317 0.0917  -0.4312
H: -1.1687 2.4769 -1.8128  0.3472
H: -0.3171 4.2744 -3.2475  0.3887
H: 1.9955 5.1075 -2.9609  0.3811
H: 3.4390 4.1400 -1.1988  0.4007
H: 2.5884 2.3730 0.2594  0.1187